Computed, not measured: the ion C6H10ClN2O2 with charge +1, with ωB97M-V with the def2-TZVPD basis set.

Each line ends with the natural charge from an NBO analysis.
Element x y z (Å)
C 0.232 -1.157 -1.161  0.183
C -1.175 -1.678 0.615  0.326
C 0.803 -0.015 -0.243  -0.071
C -0.357 0.927 -0.025  0.549
C 2.440 -1.268 1.015  -0.269
C -2.107 2.135 -0.977  -0.300
N -0.607 -1.904 -0.575  -0.385
N -1.706 -0.565 0.898  -0.657
O 1.265 -0.451 0.988  -0.523
O -1.097 1.143 -1.057  -0.427
Cl -0.329 1.924 1.333  0.178
H 0.663 -1.348 -2.204  0.245
H -1.109 -2.514 1.443  0.216
H 1.556 0.554 -0.806  0.244
H 2.215 -2.417 0.943  0.199
H 2.860 -1.179 2.002  0.223
H 3.183 -0.894 0.191  0.192
H -1.828 3.013 -0.452  0.216
H -2.964 1.807 -0.451  0.219
H -2.595 2.346 -2.017  0.248
H -2.130 -0.292 1.714  0.395

Forces on the atoms, in the same order (eV/Å):
C 0.63 -0.54 0.82
C -0.13 -1.15 4.15
C 0.01 -0.17 -0.76
C -1.09 -0.96 0.23
C 0.73 -1.23 -1.72
C -2.32 0.81 -2.62
N 0.56 -0.57 -2.53
N 1.67 0.64 -3.72
O -0.28 -0.08 0.02
O 1.03 0.67 0.17
Cl 0.17 0.30 -0.07
H -0.97 0.22 1.53
H -0.16 1.19 -2.04
H 0.05 0.04 0.04
H 0.16 2.13 -0.48
H 0.26 0.47 0.22
H -1.20 -0.96 1.58
H 0.85 0.89 -0.08
H -0.69 -1.20 0.96
H 1.78 -0.36 1.66
H -1.07 -0.14 2.61

Computed properties:
- LUMO energy: -4.56 eV
- Calculated total energy: -954.4254 Eh
- Energy relative to the best compared isomer or geometry (same formula, charge and spin): 75.4 kcal/mol
- Gap between HOMO and LUMO: 9.4 eV
- Charge: +1

Computed, not measured: a structure of composition C33H39InN5OSi, with ωB97M-V with the def2-TZVPD basis set.

Each line ends with the Löwdin charge.
Element x y z (Å)
In 0.433 -1.719 -0.102  0.892
C 2.543 5.250 -1.273  -0.043
C 2.126 3.908 -0.717  -0.274
C 2.274 3.586 0.630  -0.032
C 1.949 2.333 1.110  -0.014
C 1.413 1.309 0.304  -0.207
N 1.141 0.046 0.842  -0.039
C 1.024 -0.108 2.254  -0.256
C 0.174 0.671 3.042  -0.029
C 0.048 0.490 4.406  -0.015
C 0.754 -0.513 5.069  -0.258
C 0.597 -0.749 6.551  -0.039
C 1.589 -1.306 4.303  0.026
C 1.736 -1.098 2.935  -0.123
N 2.671 -1.930 2.241  -0.069
C 3.897 -2.318 2.657  -0.030
C 4.404 -3.175 1.709  -0.028
C 3.402 -3.255 0.733  -0.110
N 2.365 -2.490 1.056  -0.004
C 1.275 1.648 -1.054  -0.105
C 1.646 2.906 -1.532  0.009
N 0.764 0.735 -2.054  -0.042
C 0.155 1.077 -3.207  -0.048
C 0.002 -0.060 -3.969  -0.027
C 0.534 -1.081 -3.183  -0.148
N 1.010 -0.602 -2.029  -0.005
H 2.520 6.018 -0.500  0.078
H 3.562 5.211 -1.665  0.086
H 1.891 5.568 -2.087  0.078
H 2.679 4.325 1.316  0.121
H 2.130 2.122 2.155  0.115
H -0.379 1.458 2.555  0.100
H -0.622 1.132 4.971  0.122
H 0.236 0.148 7.053  0.080
H -0.121 -1.549 6.747  0.089
H 1.543 -1.037 7.008  0.082
H 2.134 -2.120 4.771  0.129
H 4.320 -1.951 3.580  0.137
H 5.362 -3.671 1.721  0.108
H 3.396 -3.810 -0.196  0.107
H 1.581 3.098 -2.598  0.119
H -0.143 2.094 -3.410  0.133
H -0.450 -0.135 -4.947  0.115
H 0.600 -2.141 -3.388  0.111
C 1.058 -4.865 -1.623  -0.221
Si -0.403 -4.079 -0.760  0.423
C -1.881 -4.029 -1.873  -0.219
C -0.769 -4.884 0.873  -0.223
H 0.714 -5.613 -2.343  0.041
H 1.701 -5.371 -0.896  0.031
H 1.666 -4.136 -2.166  0.019
H -2.136 -5.053 -2.175  0.050
H -1.690 -3.449 -2.780  0.027
H -2.746 -3.598 -1.362  0.031
H -1.120 -5.914 0.744  0.044
H -1.540 -4.325 1.410  0.036
H 0.133 -4.905 1.492  0.029
C -3.396 3.573 -3.993  -0.033
C -3.094 2.736 -2.778  -0.249
C -3.086 1.349 -2.841  -0.017
C -2.777 0.563 -1.740  -0.179
C -2.808 -0.937 -1.912  -0.038
C -2.494 1.200 -0.514  -0.095
C -2.159 0.431 0.690  -0.163
O -1.698 -0.702 0.716  -0.061
C -2.542 2.612 -0.420  -0.187
C -2.275 3.370 0.865  -0.025
C -2.821 3.346 -1.557  -0.002
H -3.642 2.953 -4.855  0.079
H -2.538 4.199 -4.253  0.088
H -4.235 4.246 -3.804  0.090
H -3.334 0.859 -3.780  0.126
H -3.474 -1.203 -2.736  0.100
H -3.136 -1.453 -1.014  0.077
H -1.816 -1.321 -2.160  0.035
H -2.367 0.917 1.652  0.125
H -1.227 3.296 1.164  0.077
H -2.893 3.012 1.692  0.087
H -2.494 4.427 0.725  0.083
H -2.846 4.431 -1.490  0.127

Forces on the atoms, in the same order (eV/Å):
In 0.20 0.06 -0.09
C -0.02 -0.14 0.06
C 0.09 0.16 0.07
C 0.01 0.03 0.09
C 0.00 0.05 0.09
C 0.01 -0.38 0.27
N -0.26 0.08 0.16
C 0.16 0.25 -0.34
C -0.02 0.07 -0.03
C -0.04 0.00 0.06
C -0.08 0.07 0.11
C -0.02 0.01 -0.12
C 0.07 -0.19 0.01
C 0.22 -0.22 -0.06
N 0.05 0.20 0.04
C -0.12 0.05 0.01
C 0.03 -0.13 -0.08
C 0.08 0.04 -0.12
N 0.14 -0.26 0.16
C -0.10 -0.17 -0.27
C -0.09 -0.12 -0.22
N 0.01 0.08 0.17
C 0.08 0.02 0.07
C 0.00 -0.14 -0.04
C 0.15 0.14 -0.10
N -0.19 0.14 -0.11
H -0.02 -0.02 -0.01
H -0.02 -0.01 0.02
H 0.00 -0.02 0.03
H -0.04 -0.10 -0.05
H -0.03 -0.01 0.00
H -0.06 0.15 -0.03
H 0.06 -0.04 -0.07
H 0.01 -0.01 -0.01
H 0.02 0.03 -0.03
H -0.01 0.00 -0.01
H -0.01 0.07 -0.06
H -0.09 -0.01 -0.08
H -0.14 0.08 -0.02
H 0.01 0.08 0.14
H -0.01 -0.05 0.04
H 0.07 -0.11 0.09
H 0.07 0.00 0.15
H -0.02 0.07 0.02
C 0.15 -0.11 -0.06
Si 0.21 0.57 0.33
C -0.25 -0.13 -0.17
C -0.09 -0.21 0.13
H 0.04 0.00 0.04
H -0.03 0.05 -0.09
H -0.01 -0.10 -0.02
H 0.01 0.12 0.03
H -0.06 -0.10 0.04
H 0.08 -0.10 -0.11
H 0.05 0.10 0.04
H 0.04 -0.07 -0.01
H -0.08 -0.02 -0.01
C 0.02 -0.02 0.06
C -0.04 -0.01 -0.15
C -0.08 0.02 -0.10
C -0.06 -0.18 0.09
C -0.03 0.28 0.01
C 0.14 0.05 0.06
C -0.24 0.01 -0.18
O -0.01 0.03 -0.12
C 0.02 -0.01 0.19
C -0.01 -0.18 -0.08
C 0.01 0.15 -0.01
H 0.01 0.02 0.03
H -0.05 -0.05 0.01
H 0.03 -0.04 0.00
H 0.03 0.05 0.08
H 0.06 0.03 0.03
H -0.04 0.05 0.00
H -0.07 0.07 0.05
H 0.00 0.08 0.02
H 0.05 -0.07 0.01
H 0.04 0.02 -0.04
H -0.02 -0.03 -0.02
H 0.01 -0.09 -0.01

Computed properties:
- LUMO energy: -2.70 eV
- Calculated total energy: -2109.3998 Eh
- Energy relative to the best compared isomer or geometry (same formula, charge and spin): 7.4 kcal/mol
- Gap between HOMO and LUMO: 7.1 eV
- Charge: +1

Computed, not measured: a structure of composition C11H14BClN2O3S, with ωB97M-V with the def2-TZVPD basis set.

Each line ends with the natural charge from an NBO analysis.
Element x y z (Å)
C -1.684 1.807 -2.504  -0.655
C -0.464 2.027 -3.446  -0.063
O 0.369 0.874 -3.633  -0.730
B 1.045 0.485 -2.487  1.168
O 2.338 0.960 -2.358  -0.864
C 0.418 -0.490 -1.375  -0.409
C 0.925 -0.395 0.013  -0.169
C 0.435 -1.199 1.009  -0.002
C 0.968 -1.157 2.457  -0.461
C 0.331 0.081 3.233  0.102
C 1.441 1.153 3.466  -0.639
O -0.669 0.673 2.394  -0.725
C -0.622 -2.129 0.713  0.162
N -1.285 -2.990 1.511  -0.626
S -2.349 -3.780 0.565  0.909
N -2.079 -3.120 -0.924  -0.548
C -1.117 -2.224 -0.646  0.036
C -0.567 -1.399 -1.707  0.021
Cl -1.208 -1.647 -3.319  0.045
H -2.473 2.535 -2.787  0.216
H -2.141 0.811 -2.612  0.224
H -1.441 2.021 -1.445  0.207
H -0.878 2.275 -4.441  0.189
H 0.111 2.888 -3.056  0.171
H 2.716 0.697 -1.509  0.483
H 1.725 0.328 0.222  0.205
H 2.070 -1.168 2.446  0.217
H 0.648 -2.117 2.913  0.229
H -0.103 -0.324 4.164  0.176
H 1.198 2.020 2.827  0.232
H 1.425 1.429 4.536  0.220
H 2.437 0.799 3.155  0.205
H -1.520 0.276 2.621  0.476

Forces on the atoms, in the same order (eV/Å):
C -0.13 0.49 -0.04
C -1.15 0.04 -0.14
O 0.09 0.42 1.02
B 0.45 -0.11 -0.36
O -0.75 -0.27 0.44
C 0.13 0.33 -0.17
C -0.97 -1.10 -0.91
C 0.84 0.04 0.97
C -0.94 -0.45 -0.58
C 1.38 -0.63 -1.05
C -0.78 -0.16 0.17
O -0.33 -0.02 0.96
C -0.71 -0.17 -1.37
N 0.01 0.20 -0.78
S 0.20 0.23 -0.27
N 0.61 0.05 2.71
C 0.31 0.44 -1.74
C 0.43 0.29 0.97
Cl 0.34 0.01 0.72
H 0.47 -0.28 0.13
H 0.38 0.35 0.07
H -0.07 -0.38 -0.46
H 0.50 -0.07 0.41
H -0.02 -0.35 -0.37
H 0.16 -0.02 -0.28
H -0.44 -0.35 0.07
H -0.45 0.25 0.10
H 0.20 0.57 -0.04
H 0.15 0.53 -0.29
H 0.06 -0.23 0.49
H 0.31 0.19 -0.62
H -0.40 0.07 0.41
H 0.13 0.10 -0.15

Computed properties:
- LUMO energy: -0.90 eV
- Calculated total energy: -1646.0897 Eh
- Gap between HOMO and LUMO: 7.9 eV

Computed, not measured: the molecule C4H9NO3S, with ωB97M-V with the def2-TZVPD basis set.

Each line ends with the natural charge from an NBO analysis.
Element x y z (Å)
C -3.376 -1.101 0.367  -0.905
C -0.137 0.265 -0.305  0.556
C 3.195 -0.074 0.560  -0.252
C 1.305 0.658 -0.801  -0.136
N -0.432 -0.125 0.879  -0.775
O -1.040 0.256 -1.199  -0.676
O -2.819 1.467 0.350  -0.878
O 2.198 0.895 0.240  -0.546
S -2.670 0.223 -0.339  1.733
H -3.096 -1.196 1.481  0.260
H -3.252 -2.031 -0.090  0.228
H 3.733 -0.297 -0.371  0.182
H 2.794 -1.003 1.003  0.174
H 3.730 0.389 1.443  0.208
H 1.106 1.520 -1.641  0.206
H 1.555 -0.276 -1.392  0.190
H 0.333 0.115 1.531  0.364
H -3.128 0.315 -1.716  0.068

Forces on the atoms, in the same order (eV/Å):
C 1.21 1.89 1.94
C 3.36 -0.21 3.14
C -0.44 0.32 0.81
C -1.84 -0.51 -2.16
N 1.09 1.04 0.15
O -2.59 0.25 -1.66
O 0.41 0.36 -0.10
O -0.64 0.66 -0.07
S -1.73 -1.55 -1.81
H -0.47 0.65 -1.83
H 0.02 -1.17 -1.30
H 0.54 0.02 0.64
H -0.29 0.15 -0.51
H 0.09 -0.39 -1.54
H 1.09 -1.63 2.35
H 0.22 0.98 0.37
H -0.35 -0.43 -0.48
H 0.31 -0.41 2.06

Computed properties:
- SMILES: [H]/N=C(\COC)O[S@@H](=C)=O
- LUMO energy: 0.52 eV
- Calculated total energy: -836.2817 Eh
- Energy relative to the best compared isomer or geometry (same formula, charge and spin): 115.4 kcal/mol
- Gap between HOMO and LUMO: 9.4 eV